{"formula": "C5H11NO2", "method": "the ωB97M-V functional and the def2-TZVPD basis", "species": ["C", "C", "C", "H", "H", "O", "N", "H", "H", "H", "H", "C", "H", "H", "H", "H", "O", "C", "H"], "positions_angstrom": [[-0.53508, 1.86163, -0.17906], [0.43705, -0.48217, 0.04057], [1.50499, 0.04544, 0.98522], [-0.36314, 2.17401, 0.85929], [-1.47421, 2.29405, -0.52109], [-0.56633, -1.32758, 0.75563], [-0.62913, 0.43305, -0.33927], [-2.42738, -1.34642, -0.84905], [1.04466, 0.49130, 1.86369], [1.70586, -0.56625, -1.68124], [2.13605, -0.78004, 1.30235], [-1.53829, -0.34122, 0.50672], [0.24074, -1.55918, -1.80582], [0.27407, 2.23141, -0.80622], [-1.86616, 0.18483, 1.42006], [1.58491, -2.09300, -0.78431], [-2.67919, -0.78054, -0.10700], [1.03295, -1.22805, -1.14091], [2.11765, 0.78875, 0.48041]], "homo_lumo_gap_ev": 9.93, "e_homo_ev": -9.0, "de_lowest_kcal_mol": 32.8, "total_charge": 0}

---

{"formula": "C5H11NO2", "method": "the ωB97M-V functional and the def2-TZVPD basis", "species": ["C", "H", "O", "C", "C", "H", "N", "H", "C", "C", "H", "H", "H", "H", "H", "H", "O", "H", "H"], "positions_angstrom": [[0.43904, -1.12692, 0.98693], [-1.65853, 2.21736, 0.75795], [-2.39454, 0.76545, -0.42255], [0.63052, -0.26479, -0.35356], [-1.32214, 1.09597, 0.54626], [-0.48712, -1.46041, 1.30569], [-2.45857, -0.58983, -0.12427], [-0.11664, 1.49380, -1.04895], [0.10953, 1.07323, -0.07177], [2.05416, -0.20103, -0.94563], [0.07463, -0.84987, -1.08203], [2.76710, -0.11909, -0.14967], [0.71849, 1.60793, 0.63149], [1.15010, -0.76783, 1.73361], [2.30905, 0.75081, -1.59258], [2.31235, -1.06545, -1.68595], [-3.46457, -0.98664, -0.69138], [-1.54807, 0.58443, 1.47908], [0.88521, -2.15710, 0.72734]], "homo_lumo_gap_ev": 10.61, "e_homo_ev": -10.6, "de_lowest_kcal_mol": 120.6, "total_charge": 0, "smiles": "CC(C)CCON=O"}

---

{"formula": "C5H11NO2", "method": "the ωB97M-V functional and the def2-TZVPD basis", "species": ["H", "C", "C", "N", "C", "C", "H", "O", "C", "O", "H", "H", "H", "H", "H", "H", "H", "H", "H"], "positions_angstrom": [[-0.81769, -2.24819, 0.07398], [-0.10822, -1.14374, -1.55296], [0.21106, 1.11061, 0.35477], [0.10674, 1.90817, 2.82760], [-0.13716, -1.41610, -0.09111], [-0.48281, -0.18207, 0.79088], [1.03357, 0.95417, -0.33795], [-1.31398, -1.28563, -2.13965], [0.84745, 1.82928, 1.57258], [0.87904, -0.89258, -2.21635], [1.75970, 1.24311, 1.77476], [0.71563, 2.07896, 3.60840], [-1.55973, -0.10445, 0.93164], [0.86997, -1.73427, 0.17253], [-1.29941, -1.10709, -3.05769], [-0.13455, -0.50936, 1.77457], [1.12587, 2.83247, 1.24771], [-0.44121, 1.08607, 2.99741], [-0.50334, 1.75479, -0.15725]], "homo_lumo_gap_ev": 9.84, "e_homo_ev": -9.1, "de_lowest_kcal_mol": 16.0, "total_charge": 0, "smiles": "NCCCCC(=O)O"}

---

{"formula": "C5H11NO2P", "method": "the ωB97M-V functional and the def2-TZVPD basis", "species": ["H", "H", "C", "C", "C", "C", "H", "H", "O", "P", "H", "H", "O", "C", "H", "N", "H", "H", "H", "H"], "positions_angstrom": [[2.35202, -1.82163, -0.47757], [-1.96269, 2.16672, -0.84150], [1.33287, 0.11095, -0.02861], [2.44362, -0.66158, -0.67724], [-1.40845, 0.43209, -0.42723], [1.19755, 0.25636, 1.45673], [2.61450, -0.60003, -1.69340], [-0.13782, -1.56556, -0.12158], [-3.25871, -1.48701, -0.29043], [-2.79515, -0.32914, 0.54219], [3.51856, -0.43422, -0.16497], [0.19274, 0.35364, 1.87177], [-3.94005, 0.91036, 0.11004], [0.12757, -0.71215, -0.60528], [-3.97904, 1.51441, 0.75358], [-1.19569, 1.51300, -1.01346], [0.08348, -0.93694, -1.60088], [1.39441, 1.07878, -0.37829], [1.97806, 0.90552, 1.78723], [1.44222, -0.69356, 1.79889]], "homo_lumo_gap_ev": 6.62, "e_homo_ev": -3.0, "de_lowest_kcal_mol": 60.8, "total_charge": -1}

---

{"formula": "C5H11NO2S", "method": "the ωB97M-V functional and the def2-TZVPD basis", "species": ["H", "C", "H", "C", "H", "H", "H", "H", "H", "O", "N", "H", "H", "H", "C", "O", "C", "H", "S", "C"], "positions_angstrom": [[0.33666, -1.84988, -1.27787], [0.45996, 0.24970, -1.72431], [3.22236, -1.02966, -1.40341], [1.08253, -1.22128, -1.74160], [-1.19228, 1.57362, 1.80937], [0.61397, 0.80478, -2.64995], [-3.16070, -0.25818, 3.67934], [-0.62858, 0.09867, -1.59127], [1.02595, 1.91189, -0.17867], [-2.60826, 0.39984, 3.34133], [-2.09856, 1.75933, 1.34916], [1.49577, -1.47968, -2.76870], [2.33308, -1.94061, -0.22661], [2.78221, 0.65405, 0.57553], [1.15160, 1.01129, -0.64245], [-4.21575, 0.32583, 1.34496], [2.17376, 0.28628, -0.19588], [-2.28398, -0.71413, 1.42308], [-2.84278, 0.48080, 1.71935], [2.35303, -1.06267, -0.84142]], "homo_lumo_gap_ev": 9.53, "e_homo_ev": -9.2, "de_lowest_kcal_mol": 93.1, "total_charge": 0, "smiles": "N=[S@H](=O)O.C1=CCCC1"}

---

{"formula": "C5H11NO2S", "method": "the ωB97M-V functional and the def2-TZVPD basis", "species": ["C", "C", "O", "S", "O", "C", "H", "H", "H", "N", "H", "H", "H", "H", "H", "C", "H", "H", "C", "H"], "positions_angstrom": [[-0.98065, -0.32137, -1.68431], [-0.51427, 0.12031, 0.61732], [-1.78927, -1.73740, 1.26020], [-0.56953, 1.98130, 0.54034], [-2.86415, 0.24552, 1.00690], [0.80007, -0.58386, 0.88820], [2.26620, 0.83638, 1.89932], [-1.86815, 1.74635, 0.74353], [-2.51208, 0.98534, -1.45463], [-1.65087, 0.88318, -1.95360], [-1.46372, 1.59291, -2.63827], [-1.57711, -1.23980, -1.54452], [0.68512, -1.18894, 1.73384], [2.97700, -0.32329, 0.96528], [0.03072, -0.34985, -2.04920], [2.03546, 0.28186, 0.90448], [0.97855, -1.32508, 0.04305], [1.87950, 0.95398, 0.02524], [-1.78732, -0.41231, 0.92676], [-1.06706, -2.22983, 1.45457]], "homo_lumo_gap_ev": 7.90, "e_homo_ev": -7.6, "de_lowest_kcal_mol": 82.7, "total_charge": 0}

---

{"formula": "C5H11NO3", "method": "the ωB97M-V functional and the def2-TZVPD basis", "species": ["O", "H", "H", "H", "N", "C", "H", "H", "H", "C", "C", "C", "C", "H", "H", "H", "O", "H", "O", "H"], "positions_angstrom": [[-2.65847, -2.30362, 1.01752], [0.95829, 1.67011, -2.05023], [1.16552, 1.37126, 1.56254], [0.54735, -0.22428, 2.29620], [0.54521, 0.70618, -0.22331], [0.52687, 0.67274, -1.62417], [0.47543, 2.60912, 0.73108], [-2.14493, -1.71583, 0.40719], [2.10390, 2.12578, 0.09589], [-0.23520, -0.25484, 0.37248], [1.17676, 1.78488, 0.55126], [-0.46647, -0.29180, 1.82991], [1.20587, -0.50613, -2.34689], [-2.76079, -3.20239, 0.67527], [-0.90757, -1.18958, 2.26574], [-0.97786, 0.61323, 2.20417], [-0.92818, -0.96264, -0.37944], [-0.38930, 0.95086, -2.18815], [1.03250, -0.65751, -3.51999], [1.73108, -1.19553, -1.67707]], "homo_lumo_gap_ev": 10.23, "e_homo_ev": -9.7, "de_lowest_kcal_mol": 45.2, "total_charge": 0, "smiles": "CC(=O)N(C)CC=O.O"}

---

{"formula": "C5H11NO3P", "method": "the ωB97M-V functional and the def2-TZVPD basis", "species": ["H", "H", "O", "C", "H", "H", "C", "H", "H", "C", "H", "H", "C", "H", "H", "N", "C", "O", "O", "P", "H"], "positions_angstrom": [[-2.52740, 0.50243, 1.83959], [1.26948, -0.78501, -1.64480], [1.09726, -0.58112, 1.45257], [-0.59011, 0.05440, -0.97912], [-0.17374, -1.85750, 0.00425], [-1.07136, 0.24715, -1.93712], [0.93154, 0.13200, -1.15346], [1.88166, 1.96293, 1.67866], [-2.46384, -1.76980, 1.11251], [-1.97157, 0.18056, 0.96630], [3.52605, -1.03228, 0.05532], [1.23100, 0.95983, -1.79701], [-1.01097, -1.34467, -0.47379], [-1.45026, -1.99761, -1.22399], [-0.52796, 1.72540, 0.55276], [-1.95603, -1.04526, 0.61736], [-1.21141, 1.04579, 0.04583], [3.31717, -0.09715, 0.15635], [1.86267, 1.78318, 0.73171], [1.79167, 0.22163, 0.43127], [-1.95383, 1.69508, -0.43521]], "homo_lumo_gap_ev": 10.33, "e_homo_ev": -14.4, "de_lowest_kcal_mol": 0.0, "total_charge": 1, "smiles": "O=P(O)(O)C[C@@H]1CC=[NH+]C1"}

---

no.,maximum force (eV/Å),electronic energy (eV)
1,1.15,-10947.844
2,6.49,-10944.037
3,2.37,-10948.575
4,7.16,-20236.655
5,3.85,-21780.245
6,5.83,-21780.699
7,4.71,-12994.890
8,0.42,-22281.263